No. 1
{"formula": "C12H29BrO7PS4", "method": "the ωB97M-V functional and the def2-TZVPD basis", "e_lumo_ev": 1.89, "total_charge": -1, "homo_energy_ev": -4.59, "multiplicity": 1, "homo_lumo_gap_ev": 6.48, "symbols": ["C", "C", "O", "O", "C", "O", "C", "P", "S", "C", "C", "O", "Br", "H", "H", "H", "H", "H", "H", "H", "H", "H", "H", "H", "C", "S", "O", "C", "H", "H", "H", "H", "H", "H", "C", "S", "O", "C", "H", "H", "H", "H", "H", "H", "C", "S", "O", "C", "H", "H", "H", "H", "H", "H"], "xyz": [[-5.19, 1.61, -0.26], [-3.77, 1.38, -0.66], [-3.03, 2.28, -0.93], [-3.42, 0.06, -0.71], [-2.12, -0.24, -0.26], [-1.20, -0.02, -1.00], [-1.94, -0.89, 1.08], [-3.11, -0.38, 2.54], [-4.30, -2.33, 2.39], [-2.19, 1.32, 2.65], [-2.74, 2.31, 3.61], [-2.07, 3.01, 4.32], [-4.69, 2.58, 3.73], [-5.18, 1.77, 0.81], [-5.55, 2.48, -0.77], [-5.77, 0.73, -0.49], [-0.94, -0.61, 1.38], [-1.93, -1.96, 0.96], [-4.10, 0.22, 1.67], [-3.94, -0.07, 3.68], [-2.16, -1.02, 3.43], [-4.61, -2.40, 1.09], [-2.10, 1.80, 1.69], [-1.19, 1.13, 3.00], [1.54, 4.12, 6.17], [0.87, 3.75, 4.54], [1.00, 2.29, 4.35], [2.22, 4.51, 3.62], [0.87, 3.69, 6.91], [2.54, 3.67, 6.27], [1.59, 5.20, 6.31], [3.17, 4.03, 3.90], [2.25, 5.57, 3.83], [2.03, 4.35, 2.56], [1.13, -1.81, -2.16], [1.18, -3.31, -1.18], [2.34, -3.19, -0.24], [1.71, -4.40, -2.51], [0.85, -0.99, -1.50], [2.11, -1.63, -2.59], [0.38, -1.92, -2.94], [2.66, -4.05, -2.92], [0.95, -4.42, -3.28], [1.85, -5.40, -2.10], [4.51, -1.64, -4.82], [3.50, -1.84, -6.29], [2.38, -2.75, -5.92], [4.69, -2.81, -7.21], [3.94, -1.08, -4.08], [4.78, -2.62, -4.42], [5.41, -1.07, -5.07], [4.95, -3.71, -6.65], [5.59, -2.21, -7.39], [4.24, -3.09, -8.16]]}

***

No. 2
{"formula": "C12H29CaNO2S2", "method": "the ωB97M-V functional and the def2-TZVPD basis", "e_lumo_ev": -6.06, "total_charge": 2, "relative_energy_kj_mol": 65.9, "homo_energy_ev": -15.58, "multiplicity": 1, "homo_lumo_gap_ev": 9.52, "symbols": ["Ca", "S", "S", "C", "C", "C", "N", "C", "C", "H", "H", "H", "H", "H", "H", "H", "H", "C", "H", "H", "H", "H", "H", "H", "H", "C", "C", "H", "H", "H", "H", "C", "O", "C", "C", "O", "C", "H", "H", "H", "H", "H", "H", "H", "H", "H", "H"], "xyz": [[-0.46, 0.41, -0.75], [1.89, -0.87, -1.73], [-0.39, 1.12, 2.10], [3.27, -1.53, -0.70], [2.77, 0.72, -2.11], [2.93, 1.59, -0.87], [1.61, 1.87, -0.27], [1.82, 2.52, 1.07], [0.50, 2.68, 1.86], [2.21, 1.23, -2.92], [3.75, 0.38, -2.50], [3.37, 2.53, -1.22], [3.62, 1.12, -0.15], [2.18, 3.57, 0.91], [2.56, 1.95, 1.69], [-0.19, 3.40, 1.38], [0.74, 3.04, 2.88], [0.85, 0.38, 3.25], [1.17, 2.60, -0.85], [1.84, 0.49, 2.79], [0.59, -0.67, 3.36], [0.83, 0.89, 4.22], [2.95, -2.51, -0.31], [3.51, -0.86, 0.13], [4.15, -1.64, -1.37], [-2.07, 2.80, -2.87], [-3.06, 1.90, -3.13], [-1.13, 2.86, -3.46], [-2.17, 3.54, -2.06], [-2.95, 1.09, -3.87], [-4.06, 1.91, -2.60], [0.11, -2.94, 1.03], [-0.69, -2.00, 0.29], [-2.04, -2.57, 0.32], [-2.91, -1.80, -0.67], [-2.58, -0.36, -0.64], [-3.46, 0.75, -0.30], [0.69, -2.42, 1.80], [0.79, -3.53, 0.40], [-0.55, -3.65, 1.54], [-1.98, -3.63, -0.03], [-2.48, -2.47, 1.34], [-2.69, -2.12, -1.72], [-3.97, -1.97, -0.42], [-4.54, 0.60, -0.53], [-3.34, 1.01, 0.77], [-3.11, 1.63, -0.88]]}

***

No. 3
{"formula": "C12H29ClCrIN2P2Se", "method": "the ωB97M-V functional and the def2-TZVPD basis", "e_lumo_ev": [-8.47, -6.86], "total_charge": 2, "relative_energy_kj_mol": 24.2, "homo_energy_ev": [-14.77, -14.90], "multiplicity": 4, "homo_lumo_gap_ev": [6.30, 8.04], "symbols": ["C", "I", "H", "H", "H", "Cr", "P", "C", "C", "H", "H", "H", "H", "H", "H", "C", "H", "H", "H", "P", "C", "C", "H", "H", "H", "C", "H", "H", "H", "H", "H", "H", "Cl", "C", "N", "C", "C", "N", "C", "C", "Se", "H", "H", "H", "H", "H", "H", "H", "H"], "xyz": [[1.52, -6.00, -0.05], [0.94, -3.89, 0.07], [1.02, -6.48, -0.89], [1.25, -6.49, 0.88], [2.60, -6.05, -0.19], [-0.41, -0.85, -0.62], [-2.22, -1.57, 0.87], [-1.95, -1.84, 2.66], [-3.73, -0.57, 0.81], [-4.53, -1.11, 1.34], [-3.67, -3.50, 0.76], [-4.02, -0.41, -0.23], [-2.90, -3.13, -0.82], [-1.64, -0.90, 3.13], [-3.56, 0.41, 1.26], [-2.74, -3.20, 0.26], [-2.90, -2.19, 3.11], [-1.92, -3.92, 0.43], [-1.16, -2.59, 2.79], [1.66, -0.06, -1.62], [3.18, 0.23, -0.66], [2.10, -1.29, -2.88], [0.53, 1.43, -3.14], [2.33, 1.60, -3.20], [1.35, 2.33, -1.88], [1.45, 1.47, -2.55], [1.21, -1.51, -3.48], [2.90, -0.88, -3.52], [3.96, 0.58, -1.35], [3.48, -0.71, -0.17], [2.41, -2.22, -2.39], [2.98, 0.99, 0.11], [-1.29, -1.72, -2.52], [0.19, 1.63, 2.66], [0.28, 2.74, 1.73], [0.93, 3.94, 2.02], [0.78, 4.76, 0.95], [0.03, 4.05, -0.01], [-0.38, 4.59, -1.30], [-0.27, 2.80, 0.48], [-1.35, 1.50, -0.37], [1.18, 1.27, 2.95], [-0.36, 0.78, 2.19], [-0.36, 1.91, 3.57], [1.43, 4.10, 2.97], [1.13, 5.76, 0.79], [-0.98, 5.50, -1.18], [0.50, 4.86, -1.91], [-0.98, 3.85, -1.86]]}

***

No. 4
{"formula": "C12H29N2O5PSi2", "method": "the ωB97M-V functional and the def2-TZVPD basis", "e_lumo_ev": 0.63, "total_charge": 0, "homo_energy_ev": -8.73, "multiplicity": 1, "homo_lumo_gap_ev": 9.36, "symbols": ["C", "C", "C", "C", "N", "Si", "O", "Si", "P", "N", "H", "H", "H", "H", "H", "H", "H", "H", "H", "H", "H", "H", "H", "H", "H", "H", "H", "O", "C", "O", "C", "C", "C", "H", "H", "H", "H", "H", "H", "O", "C", "O", "C", "C", "C", "H", "H", "H", "H", "H", "H"], "xyz": [[-0.09, -2.17, -3.42], [1.32, -2.74, -3.43], [2.38, -1.92, -4.18], [2.37, -0.42, -4.00], [2.90, 0.00, -2.68], [1.90, 0.87, -1.62], [1.93, 2.48, -1.86], [0.73, 3.26, -2.70], [2.49, 0.65, 0.56], [1.17, 0.73, 1.45], [-0.13, -1.09, -3.25], [-0.62, -2.41, -4.34], [-0.67, -2.62, -2.61], [1.27, -3.71, -3.92], [1.66, -2.94, -2.41], [2.36, -2.16, -5.25], [3.37, -2.25, -3.83], [1.36, -0.01, -4.13], [2.99, 0.02, -4.78], [3.37, -0.78, -2.23], [0.49, 0.44, -1.63], [1.34, 4.16, -3.70], [-0.12, 2.28, -3.40], [-0.10, 4.00, -1.72], [3.26, -0.51, 0.75], [3.44, 1.65, 0.84], [0.39, 0.84, 0.81], [-2.46, 1.89, -1.58], [-2.45, 1.94, -0.38], [-1.47, 1.35, 0.35], [-1.74, 1.47, 1.77], [-2.68, 2.66, 1.88], [-3.44, 2.59, 0.56], [-2.21, 0.54, 2.11], [-0.79, 1.59, 2.28], [-3.31, 2.62, 2.77], [-2.10, 3.59, 1.92], [-4.32, 1.95, 0.62], [-3.74, 3.56, 0.16], [-3.27, -0.94, 5.05], [-2.15, -1.25, 4.75], [-1.32, -0.41, 4.09], [-0.08, -1.07, 3.76], [0.03, -2.23, 4.75], [-1.44, -2.57, 4.99], [-0.15, -1.41, 2.72], [0.72, -0.34, 3.82], [0.63, -3.05, 4.38], [0.47, -1.87, 5.68], [-1.82, -3.29, 4.26], [-1.67, -2.94, 5.99]]}

***

No. 5
{"formula": "C12H29N5O", "method": "the ωB97M-V functional and the def2-TZVPD basis", "smiles": "NCCCNCCCCNCCCNC(=O)CN", "e_lumo_ev": 0.60, "total_charge": 0, "relative_energy_kj_mol": 267.8, "homo_energy_ev": -8.54, "multiplicity": 1, "homo_lumo_gap_ev": 9.14, "symbols": ["N", "C", "C", "C", "N", "C", "C", "C", "C", "N", "C", "C", "C", "N", "C", "O", "C", "N", "H", "H", "H", "H", "H", "H", "H", "H", "H", "H", "H", "H", "H", "H", "H", "H", "H", "H", "H", "H", "H", "H", "H", "H", "H", "H", "H", "H", "H"], "xyz": [[0.05, -1.44, -4.47], [-0.77, -1.35, -3.22], [-1.63, -0.03, -3.17], [-0.89, 1.20, -2.83], [-0.01, 1.18, -1.66], [0.64, 2.46, -1.34], [1.58, 2.23, -0.14], [2.35, 0.81, -0.58], [2.44, -0.44, 0.25], [1.15, -0.87, 0.87], [1.21, -2.29, 1.36], [1.10, -2.28, 2.88], [-0.22, -1.65, 3.36], [-0.77, -0.40, 2.79], [-1.90, 0.15, 3.42], [-2.58, -0.48, 4.21], [-2.33, 1.52, 2.84], [-1.73, 1.55, 1.55], [-0.66, -1.41, -5.23], [0.50, -2.38, -4.45], [-1.49, -2.18, -3.06], [-0.15, -1.21, -2.30], [-2.30, -0.22, -2.36], [-2.13, 0.04, -4.11], [-0.36, 1.56, -3.75], [-1.65, 1.95, -2.52], [-0.60, 0.91, -0.86], [-0.18, 3.27, -1.24], [1.23, 2.76, -2.21], [0.93, 2.07, 0.76], [2.29, 3.00, 0.02], [1.66, 0.51, -1.37], [3.36, 1.07, -0.94], [3.13, -0.07, 1.12], [3.09, -1.16, -0.21], [0.53, -0.80, 0.00], [0.36, -2.83, 0.88], [2.16, -2.85, 1.07], [1.07, -3.26, 3.34], [1.84, -1.56, 3.21], [-0.10, -1.68, 4.51], [-0.92, -2.48, 3.09], [-0.11, 0.18, 2.18], [-1.88, 2.27, 3.47], [-3.46, 1.39, 2.97], [-1.81, 2.45, 1.00], [-2.02, 0.81, 0.83]]}